# 1
This record from OMol25 describes a cluster of 4 separate species, C8H16Br8 in total. The level of theory is the ωB97M-V functional and the def2-TZVPD basis.

As for the net charge: 0. As for the highest occupied orbital energy: -9.96 eV. Its SMILES is BrCCBr.BrCCBr.BrCCBr.BrCCBr.

XYZ file:
```
32
Properties=species:S:1:pos:R:3:nbo_charge:R:1
Br 2.93639 -0.91007 0.89112 -0.046
C 4.19294 -2.09377 -0.14792 -0.416
C 5.36866 -2.42229 0.74217 -0.412
Br 6.45901 -3.96618 -0.01161 -0.042
H 4.50860 -1.56418 -1.04680 0.237
H 3.65369 -3.03210 -0.27773 0.230
H 5.05352 -2.67800 1.75381 0.228
H 6.04848 -1.58345 0.89144 0.222
Br -2.61056 2.16711 0.30192 -0.037
C -0.69442 1.67511 0.63128 -0.420
C -0.17005 0.79032 -0.51016 -0.471
Br -0.88004 -0.98678 -0.34016 -0.005
H -0.62800 1.03746 1.51280 0.230
H -0.07721 2.57155 0.69083 0.228
H 0.91255 0.73642 -0.39543 0.239
H -0.34447 1.09508 -1.54205 0.235
Br -4.78121 0.84696 2.93944 -0.010
C -4.40537 2.68269 3.52575 -0.448
C -5.68852 3.37527 3.61588 -0.409
Br -5.39896 5.26705 4.22769 -0.057
H -3.73480 3.15112 2.80533 0.239
H -4.00168 2.64545 4.53755 0.223
H -6.32469 3.00453 4.41958 0.233
H -6.05838 3.38161 2.59056 0.227
Br -0.54653 -3.40436 -5.19875 -0.002
C 0.42834 -1.79580 -4.61137 -0.447
C 1.21908 -2.00971 -3.30515 -0.402
Br 2.19775 -0.34394 -2.65456 -0.055
H -0.29251 -0.97909 -4.57323 0.227
H 1.09092 -1.54304 -5.43914 0.223
H 1.99789 -2.74294 -3.51479 0.221
H 0.56960 -2.37201 -2.50829 0.238
```

***

# 2
This record from OMol25 describes a structure of composition C8H16CdO5. The level of theory is the ωB97M-V functional and the def2-TZVPD basis.

As for the net charge: +2. As for the highest occupied orbital energy (spin up / spin down): -16.43 / -16.42 eV.

XYZ file:
```
30
Properties=species:S:1:pos:R:3:nbo_charge:R:1
O -0.98545 1.77023 1.17626 -0.805
C -2.01763 1.03362 1.47633 0.415
C -2.85233 0.57323 0.32892 -0.200
O -2.04065 0.49152 -0.83335 -0.669
C -2.68156 -0.12783 -1.95645 -0.263
Cd -0.27934 1.44033 -0.68531 1.785
H -2.57135 1.30125 2.38698 0.248
H -0.74631 0.05096 2.22328 0.090
H -3.68503 1.27531 0.15983 0.277
H -3.27024 -0.41595 0.57451 0.259
H -2.07997 0.09387 -2.84344 0.218
H -2.73623 -1.21131 -1.79006 0.224
H -3.68952 0.28604 -2.07317 0.225
O 3.76070 -1.09739 -2.37012 -0.404
C 2.71494 -0.87648 -1.81776 0.375
C 2.55911 0.27029 -0.83658 -0.190
O 1.26662 0.26532 -0.22890 -0.687
C 1.17395 -0.41190 1.04076 -0.140
C 0.57798 0.53062 2.08015 0.075
O 1.01188 0.08422 3.30871 -0.486
C 1.41655 1.04459 4.25616 -0.272
H 1.78749 -1.44830 -2.04990 0.120
H 3.34746 0.23343 -0.07212 0.249
H 2.67653 1.21369 -1.38718 0.230
H 2.16963 -0.75253 1.34640 0.257
H 0.51282 -1.27482 0.89641 0.219
H 1.00233 1.52617 1.85036 0.223
H 0.61705 1.20538 4.99743 0.212
H 2.32882 0.64959 4.71670 0.231
H 1.68150 2.02992 3.84376 0.184
```

***

# 3
This record from OMol25 describes a cluster of 3 separate species, C8H16Cl4N2O5 in total. The level of theory is the ωB97M-V functional and the def2-TZVPD basis.

As for the net charge: 0. As for the highest occupied orbital energy: -9.33 eV. Its SMILES is CNCOC(=O)OCON=O.ClCCCl.ClCCCl.

XYZ file:
```
35
Properties=species:S:1:pos:R:3:nbo_charge:R:1
C -1.57599 -0.23717 4.17396 -0.422
N -2.70841 -0.92794 3.48698 -0.617
C -2.24422 -1.26772 2.16491 0.083
O -2.92086 -2.41176 1.62550 -0.521
C -2.11219 -3.12559 0.79436 0.979
O -1.78380 -4.17889 1.11948 -0.513
O -1.75192 -2.63890 -0.44531 -0.534
C -0.47461 -2.02665 -0.48984 0.159
O 0.57925 -2.96364 -0.23927 -0.404
N 1.20569 -2.60308 0.97822 0.355
O 1.56271 -3.55221 1.55160 -0.227
H -1.93298 0.42268 4.96804 0.208
H -1.07455 0.39656 3.41914 0.178
H -0.89279 -1.01445 4.52965 0.202
H -3.51212 -0.31143 3.45087 0.359
H -1.16989 -1.50011 2.26671 0.159
H -2.31963 -0.42296 1.46356 0.157
H -0.33338 -1.15429 0.18746 0.185
H -0.33697 -1.64846 -1.50835 0.183
Cl 1.30467 2.85369 2.26275 -0.058
C 1.68112 2.24307 0.63057 -0.392
C 0.45336 2.15545 -0.24079 -0.401
Cl -0.66930 0.88116 0.32013 -0.068
H 2.16478 1.27380 0.73739 0.227
H 2.39724 2.93566 0.19102 0.227
H 0.73754 1.89867 -1.27040 0.249
H -0.09093 3.09804 -0.26158 0.225
Cl 2.36928 2.46377 -2.55368 -0.066
C 2.67613 1.80239 -4.18241 -0.380
C 1.41045 1.70730 -4.99589 -0.390
Cl 0.29702 0.47128 -4.35658 -0.056
H 3.15217 0.83129 -4.06624 0.230
H 3.38220 2.47233 -4.67165 0.228
H 1.65125 1.42142 -6.01891 0.230
H 0.87969 2.65669 -5.02138 0.226
```

***

# 4
This record from OMol25 describes a cluster of 4 separate species, C8H16Cl8 in total. The level of theory is the ωB97M-V functional and the def2-TZVPD basis.

As for the net charge: 0. As for the highest occupied orbital energy: -10.22 eV. Its SMILES is ClCCCl.ClCCCl.ClCCCl.ClCCCl.

XYZ file:
```
32
Properties=species:S:1:pos:R:3:nbo_charge:R:1
Cl 1.67320 1.04656 2.00861 -0.020
C 0.21893 0.61191 1.20616 -0.431
C -1.01116 0.52250 2.13435 -0.372
Cl -2.45713 -0.12244 1.29103 -0.069
H 0.35732 -0.31612 0.65143 0.220
H 0.07353 1.35563 0.42269 0.229
H -1.26113 1.53764 2.44275 0.220
H -0.80242 -0.06087 3.03113 0.222
Cl -2.34370 3.63459 -0.64686 -0.077
C -3.82224 2.62013 -0.90646 -0.375
C -4.66068 2.98827 -2.13681 -0.363
Cl -3.71280 2.70763 -3.68091 -0.085
H -4.47168 2.92312 -0.08516 0.216
H -3.55930 1.56734 -0.80358 0.234
H -4.89846 4.04833 -2.04840 0.222
H -5.53727 2.34046 -2.14306 0.226
Cl 5.21248 -0.65219 -0.36923 -0.055
C 4.30339 -0.37059 1.11753 -0.398
C 4.53420 -1.43554 2.16384 -0.392
Cl 3.31840 -1.52524 3.45169 -0.055
H 3.30306 -0.52974 0.71492 0.225
H 4.42807 0.66792 1.42422 0.226
H 5.48733 -1.21192 2.64303 0.217
H 4.48161 -2.42925 1.71900 0.227
Cl -1.29750 -1.04883 -1.94958 -0.050
C -0.58703 -2.56510 -1.39631 -0.392
C 0.84814 -2.66418 -2.01020 -0.395
Cl 1.98697 -1.55543 -1.24420 -0.044
H -1.19303 -3.41054 -1.72201 0.223
H -0.55185 -2.52882 -0.30748 0.221
H 0.76807 -2.44665 -3.07527 0.226
H 1.17269 -3.69855 -1.89686 0.218
```

***

# 5
This record from OMol25 describes an isolated molecule of C8H16ClF3N2O6P2. The level of theory is the ωB97M-V functional and the def2-TZVPD basis.

As for the net charge: 0. As for the highest occupied orbital energy: -8.91 eV. Its SMILES is [H]/N=C/C[C@@H](CO[C@H](P(O)Cl)P(=O)(O)O)NC[C@@H](O)C(F)(F)F.

XYZ file:
```
38
Properties=species:S:1:pos:R:3:nbo_charge:R:1
N -0.36986 -3.37683 -1.44794 -0.626
C 0.33500 -2.61698 -2.16754 0.161
C 0.48871 -1.14924 -1.87823 -0.491
C -0.68555 -0.53145 -1.09960 -0.071
C -0.22552 0.02536 0.24259 -0.079
O 0.40685 -1.03783 0.95112 -0.538
C 0.65207 -0.76061 2.29603 -0.594
P 2.48922 -0.88237 2.74607 1.113
O 2.96083 -1.62311 1.36962 -0.968
Cl 2.99069 1.11357 2.32063 -0.369
P -0.44814 -1.73689 3.40710 2.318
O -1.32256 -0.89512 4.23546 -1.095
O 0.54617 -2.68979 4.21436 -0.989
O -1.19750 -2.77838 2.46488 -0.966
N -1.40366 0.43816 -1.92524 -0.617
C -0.71166 1.65047 -2.31901 -0.245
C -1.08342 2.93146 -1.52013 0.000
O -1.70732 2.58552 -0.30644 -0.709
C 0.14193 3.79598 -1.25368 0.950
F 0.59110 4.33055 -2.40271 -0.325
F 1.16183 3.12595 -0.70065 -0.320
F -0.16365 4.81041 -0.42173 -0.331
H -0.32988 -4.33568 -1.78808 0.340
H 0.88168 -2.98731 -3.04169 0.148
H 1.41074 -1.03751 -1.29587 0.245
H 0.64101 -0.62794 -2.82452 0.219
H -1.37915 -1.34636 -0.88504 0.232
H -1.07637 0.42087 0.80484 0.185
H 0.49874 0.83767 0.10267 0.179
H 0.38741 0.27148 2.54970 0.249
H 3.92147 -1.72587 1.35968 0.502
H 0.27116 -2.73187 5.14128 0.520
H -2.06380 -2.42333 2.22263 0.513
H -2.30719 0.65164 -1.52697 0.376
H 0.36410 1.48319 -2.25926 0.211
H -0.92980 1.87160 -3.36684 0.201
H -1.74113 3.55774 -2.13322 0.182
H -1.99455 3.39283 0.13573 0.490
```

***

# 6
This record from OMol25 describes a structure of composition C8H16ClFeN2O7. The level of theory is the ωB97M-V functional and the def2-TZVPD basis.

Its spin multiplicity is 6. As for the net charge: +2. As for the highest occupied orbital energy (spin up / spin down): -17.71 / -17.55 eV.

XYZ file:
```
35
Properties=species:S:1:pos:R:3:lowdin_spin:R:1
Fe -0.01235 1.09486 -1.68074 4.232
C -3.79382 -1.24307 -1.07203 0.002
N -2.99932 -0.82321 0.09012 0.022
C -3.70003 -0.85286 1.37762 0.003
C -1.78608 -0.39553 -0.04478 0.013
O -1.18088 -0.38583 -1.17770 0.167
C -1.01623 0.14836 1.13792 0.005
O 0.12702 0.79955 0.60677 0.058
C 1.40755 0.36751 1.04462 0.006
C 2.19491 -0.02083 -0.18726 0.013
O 1.69288 0.30024 -1.32128 0.161
N 3.32177 -0.64889 -0.08931 0.022
C 4.02751 -1.13852 -1.28290 0.003
C 3.96245 -0.93575 1.19969 0.003
H -4.06608 -2.29264 -0.97516 0.001
H -4.71033 -0.65554 -1.10427 0.001
H -3.23511 -1.10170 -1.98873 0.000
H -4.30133 -1.75706 1.43213 0.000
H -3.01775 -0.84207 2.22164 0.000
H -4.37379 0.00165 1.44930 0.001
H -1.62187 0.88709 1.66216 0.001
H -0.74301 -0.65280 1.82574 0.000
H 1.89996 1.21231 1.53307 0.000
H 1.33799 -0.46700 1.74011 0.001
H 3.39343 -1.06315 -2.15781 0.000
H 4.93350 -0.55579 -1.44257 0.001
H 4.30769 -2.17749 -1.12138 0.001
H 3.64384 -0.24270 1.97237 0.000
H 3.75327 -1.95999 1.50901 0.001
H 5.03842 -0.83924 1.07727 0.001
O -1.77733 2.25909 -0.69911 0.089
Cl -0.92927 3.33717 -1.22975 -0.004
O -0.71492 2.93478 -2.63972 0.082
O -1.44103 4.61324 -1.05328 0.016
O 0.37835 3.09577 -0.61176 0.098
```